14
Properties=species:S:1:pos:R:3:nbo_charge:R:1 method="wB97M-V/def2-TZVPD" smiles=N[C@@H]1CC[C@@H]1Cl gap_ev=9.644 homo_energy_ev=-8.7 energy_ha=-672.043715 e_above_lowest_kcal_mol=58.4
Cl -1.662 -0.058 -0.216 -0.15
C 0.586 -1.567 0.054 -0.45
C 1.559 -0.416 -0.678 -0.41
H 2.661 -0.581 -0.518 0.21
H -0.747 1.810 -0.150 0.40
H -0.489 -0.346 1.814 0.24
H 1.159 -2.420 0.579 0.23
H 1.827 0.470 1.126 0.19
H -0.079 -1.996 -0.631 0.24
C -0.084 -0.483 0.783 -0.11
C 1.003 0.563 0.368 -0.08
H 1.013 2.590 -0.716 0.38
H 1.187 -0.213 -1.702 0.22
N 0.479 1.871 0.102 -0.90

---

35
Properties=species:S:1:pos:R:3:nbo_charge:R:1 method="wB97M-V/def2-TZVPD" s2=0.7504 gap_ev="3.212 / 6.755" homo_energy_ev="-5.6 / -8.7" energy_ha=-2731.390327 spin_multiplicity=2
N 3.615 0.254 -2.337 0.72
O -0.935 1.069 2.902 -0.99
H -1.371 -4.305 -1.430 0.48
H 2.225 1.346 2.402 0.46
O -1.791 -3.816 -2.137 -0.94
H -0.539 0.711 2.108 0.48
O 0.612 -0.696 0.582 -0.44
H -4.071 -0.372 2.653 0.51
N -0.272 -0.449 -0.122 0.77
O -0.445 4.438 0.841 -0.47
O -0.263 -0.920 -1.232 -0.66
O 1.523 1.605 1.806 -0.94
H 2.843 -2.651 -0.119 0.47
O 4.134 1.092 -1.624 -0.44
H -2.537 -0.877 -2.939 0.50
H 2.556 -0.729 3.404 0.46
O 2.446 -0.123 -2.218 -0.77
H -2.462 -0.024 -4.187 0.50
O 2.838 -2.914 -1.040 -0.94
H -1.495 -2.914 -2.015 0.46
H 2.404 -2.191 -1.493 0.47
O -1.138 0.329 0.191 -0.62
O -3.355 -0.204 2.041 -1.02
H -2.626 -0.728 2.375 0.53
Ca -3.381 1.220 0.234 1.35
N -1.633 4.232 0.668 0.74
O 4.262 -0.341 -3.162 -0.47
H 1.855 -1.454 2.274 0.47
O 2.177 -1.576 3.168 -0.93
H 1.460 0.883 1.181 0.47
Ca 0.363 0.158 -3.345 1.64
O -2.410 5.147 0.488 -0.51
O -2.073 3.141 0.517 -0.73
O -1.957 -0.285 -3.418 -1.09
H -0.558 1.944 2.985 0.50

---

11
Properties=species:S:1:pos:R:3:nbo_charge:R:1 method="wB97M-V/def2-TZVPD" smiles="C[NH2+]C1N=N1" gap_ev=11.392 charge=+1 homo_energy_ev=-16.0 energy_ha=-243.685594 e_above_lowest_kcal_mol=93.7
N 0.212 -0.308 0.460 -0.52
C -0.392 -1.203 -0.618 -0.40
H 1.277 -0.525 0.329 0.45
H -0.241 -0.443 -1.397 0.24
H 0.219 -0.712 1.358 0.44
N 0.841 2.215 0.565 0.05
N 0.536 1.917 -0.555 0.01
H -1.055 1.270 0.644 0.20
H 0.079 -2.166 -0.675 0.26
C -0.046 1.097 0.440 0.02
H -1.430 -1.142 -0.551 0.24